{"formula": "C3H2N4", "method": "ωB97M-V/def2-TZVPD", "homo_lumo_gap_ha": 0.3758, "symbols": ["N", "C", "C", "C", "N", "H", "H", "N", "N"], "coordinates": [[2.9082, -0.1064, 0.4076], [1.8565, -0.3363, -0.0312], [0.6422, -0.6785, -0.6929], [-0.6022, -0.6264, -0.2491], [-1.7898, -0.4887, -0.0321], [0.7339, -1.0741, -1.6943], [-2.3256, -1.2710, 0.3362], [-1.2461, 2.3369, 1.0801], [-0.1663, 2.2523, 0.8813]]}

---

{"formula": "C3H2N4O", "method": "ωB97M-V/def2-TZVPD", "homo_lumo_gap_ha": 0.3608, "symbols": ["C", "N", "N", "N", "C", "N", "O", "C", "H", "H"], "coordinates": [[1.4358, -0.9730, -0.1039], [2.0595, 0.1335, -0.0360], [1.2788, 1.1318, 0.0295], [0.0148, 0.5927, 0.1311], [-1.3152, 0.9714, 0.0038], [-2.1427, -0.0607, -0.1471], [-1.2089, -1.1028, 0.1434], [0.0833, -0.6469, -0.0513], [1.9220, -1.8265, 0.0555], [-1.9461, 1.9584, -0.1364]]}

---

{"formula": "C3H2N4O", "method": "ωB97M-V/def2-TZVPD", "homo_lumo_gap_ha": [0.2614, 0.2610], "symbols": ["O", "C", "C", "N", "N", "C", "N", "N", "H", "H"], "coordinates": [[1.7611, -0.3116, 0.8148], [0.9327, 0.5367, 0.5770], [-0.4210, 0.2610, 0.1893], [-1.3916, 1.1601, 0.0695], [-2.5949, 0.9647, 0.0339], [-3.0375, -0.2814, 0.5833], [-2.1896, -1.1614, 0.2396], [-0.9372, -0.9982, -0.1218], [1.1532, 1.6191, 0.6181], [-0.5403, -1.6403, -0.7987]]}

---

{"formula": "C3H2N4O", "method": "ωB97M-V/def2-TZVPD", "homo_lumo_gap_ha": 0.3815, "symbols": ["C", "N", "N", "C", "O", "N", "C", "N", "H", "H"], "coordinates": [[1.2685, 0.6839, -0.0526], [2.0235, -0.3907, -0.0955], [1.2962, -1.5696, 0.0417], [0.0576, -1.0292, 0.0340], [-1.2239, -1.5483, -0.0504], [-2.0370, -0.3774, -0.0060], [-1.3110, 0.6679, -0.0513], [-0.0004, 0.3129, 0.1039], [1.6628, 1.6441, 0.1524], [-1.7364, 1.6063, -0.0762]]}

---

{"formula": "C3H2NO2S", "method": "ωB97M-V/def2-TZVPD", "charge": -1, "homo_lumo_gap_ha": 0.2455, "symbols": ["O", "C", "N", "C", "C", "O", "S", "H", "H"], "coordinates": [[1.8333, 2.4542, -0.0018], [1.6581, 1.2438, -0.0192], [0.4647, 0.6218, -0.0455], [0.4438, -0.7864, -0.0379], [1.6593, -1.3678, -0.0268], [2.2053, -2.5997, -0.0372], [2.9108, 0.0084, -0.0175], [-0.3807, 1.1707, -0.0261], [-0.5099, -1.2797, -0.0353]]}

---

{"formula": "C3H2NO2S2", "method": "ωB97M-V/def2-TZVPD", "charge": -1, "homo_lumo_gap_ha": [0.2558, 0.2391], "symbols": ["C", "C", "C", "N", "O", "O", "S", "S", "H", "H"], "coordinates": [[1.0732, -0.9340, -0.0730], [0.6131, -1.0809, -1.3519], [-1.4183, 1.4343, 0.9592], [0.0311, 1.4620, 0.9193], [-2.0077, 2.3874, 0.5786], [-1.7290, 0.3420, 1.3965], [1.0369, 0.3264, 1.1192], [-0.3216, -0.0464, -2.1990], [1.7163, -1.8565, 0.3798], [1.0061, -2.0344, -1.7288]]}

---

{"formula": "C3H2NO2Se", "method": "ωB97M-V/def2-TZVPD", "charge": -1, "homo_lumo_gap_ha": 0.2433, "symbols": ["C", "C", "C", "N", "O", "O", "Se", "H", "H"], "coordinates": [[1.6095, -1.0958, 0.7802], [-0.6967, -1.6498, -0.9163], [0.3955, -0.4407, 0.7073], [2.5696, -1.7210, 0.6518], [-0.7215, -0.9359, -1.8089], [-0.9283, -2.5657, -0.2911], [0.5034, 1.3573, -0.1939], [-0.0698, -0.1494, 1.6158], [0.8303, 0.9577, -1.4964]]}

---

{"formula": "C3H2NO3", "method": "ωB97M-V/def2-TZVPD", "charge": 1, "homo_lumo_gap_ha": [0.3348, 0.2706], "multiplicity": 3, "symbols": ["C", "C", "C", "N", "O", "O", "O", "H", "H"], "coordinates": [[1.8832, 1.6456, 0.0456], [3.8612, -0.8009, 0.0383], [0.0120, 0.0996, -0.1690], [0.8988, 0.9827, -0.2695], [2.5882, 2.5269, 0.0016], [4.8149, -1.3590, -0.1733], [2.9031, -0.1793, 0.2880], [-0.3524, -0.3193, 0.8481], [-0.7212, -0.0035, -0.9440]]}

---

{"formula": "C3H2NiO3", "method": "ωB97M-V/def2-TZVPD", "charge": 1, "homo_lumo_gap_ha": [0.2813, 0.2351], "multiplicity": 4, "symbols": ["O", "C", "C", "O", "Ni", "H", "C", "O", "H"], "coordinates": [[-1.3803, 1.0164, -1.1887], [-1.0069, 1.1958, 0.0467], [-0.1746, 0.2860, 0.6128], [0.4972, -0.7366, -0.2255], [-0.3529, -0.4107, -1.8635], [-1.3588, 2.0645, 0.6125], [1.0201, -0.2079, 1.1012], [1.3717, -0.9573, 2.1143], [0.9427, -0.7109, 2.9490]]}

---

{"formula": "C3H2O", "method": "ωB97M-V/def2-TZVPD", "homo_lumo_gap_ha": 0.3715, "symbols": ["O", "C", "C", "C", "H", "H"], "coordinates": [[-1.3021, -2.1116, -1.5536], [-0.7923, -1.2132, -1.0392], [-0.3964, -0.6231, 0.3468], [-0.0286, -0.0603, -0.8208], [-0.2643, -0.6728, 1.3958], [0.6325, 0.7415, -1.0762]]}

---

{"formula": "C3H2O2", "method": "ωB97M-V/def2-TZVPD", "homo_lumo_gap_ha": [0.3020, 0.3020], "symbols": ["C", "C", "C", "O", "O", "H", "H"], "coordinates": [[-0.9998, -0.4139, 0.5380], [-0.5154, 0.7886, 0.8962], [1.1406, 0.3134, -0.3522], [2.1319, -0.2527, -0.0430], [-1.6484, 0.4594, -0.2041], [-0.7916, -1.4607, 0.4570], [0.6827, 0.5659, -1.2919]]}

---

{"formula": "C3H2O2", "method": "ωB97M-V/def2-TZVPD", "homo_lumo_gap_ha": 0.4235, "symbols": ["C", "C", "O", "C", "O", "H", "H"], "coordinates": [[-1.3029, 0.0445, -0.0032], [-0.0032, -0.0269, 0.0006], [0.9975, -1.0861, 0.0013], [1.5189, 0.1298, -0.0012], [2.4977, 0.7721, 0.0011], [-1.9220, -0.8382, -0.0043], [-1.7859, 1.0047, 0.0057]]}